Record 1
The following is a DFT calculation (wB97M-V/def2-TZVPD) of a molecular structure, C49H35IN14O3S3Sc.

Values from the calculation:
Largest force on an atom = 1.79 eV/Å
LUMO level = -3.87 eV
Kohn-Sham gap = 5.75 eV
Net charge = +1
Highest occupied orbital energy = -9.62 eV

Positions of all 106 atoms, in Å:
1 C 6.38 -0.60 -3.29
2 C 3.33 -0.24 0.79
3 C -0.42 5.14 3.87
4 C -4.84 0.15 0.21
5 H -1.56 8.79 4.26
6 C 7.79 -1.56 -1.59
7 C -1.95 -1.74 1.70
8 C 0.35 6.03 4.62
9 N -2.08 0.04 0.10
10 H -2.10 3.91 -4.13
11 C 0.11 -2.61 2.22
12 N 4.11 -0.44 1.82
13 H 4.64 -1.26 4.14
14 C -2.40 4.59 2.43
15 H -3.36 4.42 2.93
16 O -6.92 0.96 -0.57
17 H -2.89 7.22 2.91
18 C -1.23 7.76 4.15
19 C -2.02 -1.75 -2.40
20 H -3.34 -2.54 -3.87
21 N 3.32 -0.35 2.88
22 H 6.92 1.81 6.70
23 C -2.76 -0.82 0.89
24 C -4.13 1.09 -0.52
25 C 8.72 -0.97 -3.71
26 H 7.39 -0.13 -5.14
27 H -2.24 -4.07 4.14
28 S 2.95 0.57 -4.85
29 C -1.98 6.88 3.39
30 H 1.18 -2.61 2.05
31 N -0.46 1.67 1.68
32 N 3.43 5.32 6.21
33 H -2.67 -0.92 -2.17
34 C -0.09 -2.85 -2.00
35 C -1.69 3.36 -3.30
36 N 2.03 -0.01 1.15
37 C 3.94 2.98 5.62
38 N -0.61 -1.75 1.50
39 N 4.12 -0.28 -2.72
40 S 1.45 -0.01 -2.37
41 C -0.06 7.35 4.77
42 C -2.49 2.51 -2.56
43 C 5.52 0.71 5.52
44 C -2.55 -2.55 2.66
45 C 3.81 -0.55 4.22
46 C -2.75 0.94 -0.62
47 C 3.15 4.19 5.64
48 H 2.53 1.88 4.45
49 H 5.70 -1.20 -1.35
50 C 2.96 0.05 -3.15
51 H 6.13 -0.17 5.48
52 H 7.89 -1.97 -0.60
53 C -0.42 -3.48 3.15
54 N -0.61 1.86 -1.21
55 C -0.35 -3.81 -2.97
56 C -6.46 0.06 0.11
57 H -1.29 0.37 3.18
58 H -4.67 1.88 -1.01
59 H 1.24 0.04 3.15
60 I 1.68 -3.05 -0.87
61 H -3.54 2.38 -2.80
62 C 6.55 -1.13 -2.01
63 N -0.88 -1.83 -1.70
64 Sc 0.12 -0.08 -0.06
65 S 5.52 0.54 -6.28
66 H 3.00 -1.01 4.81
67 N -2.08 2.30 3.08
68 C 0.14 2.70 -1.92
69 C 4.28 0.71 4.89
70 H -0.08 4.12 3.79
71 N 5.09 -0.17 -3.67
72 H 0.23 -4.17 3.67
73 C 2.07 -0.08 2.48
74 C -1.93 1.80 -1.50
75 H 3.68 -0.27 -0.22
76 H -2.59 5.01 1.43
77 H 0.36 -4.61 -3.13
78 C -1.78 -3.44 3.39
79 N -1.77 3.31 2.28
80 C 5.18 2.97 6.26
81 C 5.96 1.83 6.21
82 H -3.61 -2.49 2.83
83 H 1.18 2.76 -1.64
84 C -0.80 2.94 1.45
85 C 8.88 -1.49 -2.44
86 N 2.44 6.17 5.94
87 C -1.28 1.33 2.71
88 C -2.39 -2.66 -3.38
89 H -0.34 3.59 0.74
90 C -1.58 5.56 3.25
91 C -4.15 -0.84 0.90
92 C 1.58 5.54 5.21
93 H 5.50 3.85 6.79
94 H 0.29 4.18 -3.47
95 H 0.54 8.03 5.35
96 H 9.56 -0.92 -4.39
97 H 9.85 -1.82 -2.10
98 C -0.36 3.49 -2.94
99 H -1.77 -4.43 -4.44
100 O -6.88 -0.93 0.69
101 C 3.50 1.85 4.94
102 H -4.74 -1.59 1.39
103 O 1.97 4.26 4.98
104 C 7.48 -0.53 -4.14
105 C -1.53 -3.70 -3.68
106 C 4.68 0.27 -4.88

---

Record 2
The following is a DFT calculation (wB97M-V/def2-TZVPD) of a molecular structure, CHILuO3.

Values from the calculation:
Largest force on an atom = 9.08 eV/Å
LUMO level = -17.73 eV
Kohn-Sham gap = 4.18 eV
Net charge = +3
Highest occupied orbital energy = -21.90 eV

Positions of all 7 atoms, in Å:
1 O 1.13 -0.53 0.72
2 O -0.95 0.16 -0.74
3 I 0.24 -1.95 1.84
4 C 0.18 0.45 0.17
5 O 0.37 1.75 0.51
6 Lu 0.86 -0.14 -2.24
7 H -1.83 0.26 -0.27

---

Record 3
The following is a DFT calculation (wB97M-V/def2-TZVPD) of a gas-phase ion, C4H9N2S (charge +1).

Values from the calculation:
Largest force on an atom = 6.67 eV/Å
LUMO level = -6.80 eV
Kohn-Sham gap = 7.24 eV
Net charge = +1
Highest occupied orbital energy = -14.04 eV

Positions of all 16 atoms, in Å:
1 H -2.26 0.56 -1.86
2 H 0.50 0.18 2.11
3 H -2.48 2.11 -0.90
4 H 1.93 -2.06 -0.46
5 C -2.59 0.94 -0.82
6 H 0.65 -1.61 1.88
7 C 0.29 -0.68 1.44
8 S -1.51 -0.87 0.94
9 C 1.93 -1.01 -0.49
10 N 0.87 1.18 0.39
11 H -3.52 0.51 -0.54
12 N -1.54 0.39 -0.01
13 H 1.94 -0.70 -1.57
14 H 3.02 -0.62 -0.15
15 H 1.73 1.75 -0.20
16 C 1.03 -0.07 0.22

---

Record 4
The following is a DFT calculation (wB97M-V/def2-TZVPD) of C3H7N3O in the gas phase.

Values from the calculation:
Structure (SMILES) = C/N=C(/N)C(N)=O
Largest force on an atom = 0.47 eV/Å
LUMO level = 0.86 eV
Kohn-Sham gap = 9.96 eV
Highest occupied orbital energy = -9.10 eV

Positions of all 14 atoms, in Å:
1 N -1.49 0.97 -0.03
2 C 0.24 -0.83 0.10
3 H 1.17 1.42 -1.48
4 N 0.28 -2.18 0.31
5 N 1.32 -0.19 -0.13
6 H 2.41 1.57 -0.24
7 O -2.05 -1.08 0.71
8 C -1.21 -0.33 0.25
9 H -0.51 -2.57 0.79
10 H -1.02 1.46 -0.77
11 H 0.72 1.84 0.20
12 H 1.20 -2.54 0.56
13 C 1.39 1.22 -0.41
14 H -2.45 1.23 0.14

---

Record 5
The following is a DFT calculation (wB97M-V/def2-TZVPD) of a molecular structure, C18H25N5O4S2Yb.

Values from the calculation:
Largest force on an atom = 4.46 eV/Å
LUMO level = 2.57 eV
Spin multiplicity = 2
Kohn-Sham gap = 7.71 eV
Net charge = -1
Highest occupied orbital energy = -5.13 eV
<S²> = 0.75

Positions of all 55 atoms, in Å:
1 H 0.88 -4.45 -0.73
2 N -4.39 -1.23 -1.33
3 C -0.76 2.59 -0.37
4 C -1.08 -2.65 3.90
5 H 2.64 4.22 -1.22
6 C 1.67 3.77 -1.00
7 H 2.63 0.55 -1.19
8 C 0.45 -1.61 -2.15
9 C 3.18 1.68 -2.95
10 H -1.41 4.57 0.12
11 N -1.06 -0.40 2.95
12 O 2.00 -2.10 1.67
13 S -2.43 -2.25 0.41
14 H 2.47 1.17 -3.59
15 C 0.74 -3.64 -1.44
16 H 0.43 -2.10 -4.32
17 H 0.26 -3.70 2.74
18 C 0.33 -0.21 -2.05
19 C 0.70 -3.72 -2.84
20 Yb 0.21 -1.26 0.98
21 C -0.58 3.96 -0.24
22 H 0.40 0.37 -2.97
23 C -1.88 -1.37 3.68
24 H -1.46 0.52 3.03
25 H -0.21 -2.42 4.51
26 O 3.66 -0.55 2.59
27 H 0.79 -4.62 -3.43
28 N 0.58 -2.39 -1.01
29 S 2.26 -0.83 2.46
30 H 3.24 2.72 -3.26
31 C 2.77 1.59 -1.48
32 C 1.54 2.39 -1.13
33 H -2.19 -0.99 4.66
34 H -2.55 1.57 -2.17
35 C 0.63 4.56 -0.57
36 C 0.30 1.80 -0.84
37 H -3.18 3.13 -1.62
38 N -0.59 -3.18 2.61
39 C -3.56 -1.63 -0.63
40 H -1.29 -3.78 2.19
41 H -3.97 1.61 -1.15
42 N 0.16 0.40 -0.92
43 H -0.13 -0.37 3.41
44 C -2.12 2.01 -0.09
45 O 1.54 -0.97 3.74
46 O 1.51 0.21 1.65
47 C -3.01 2.09 -1.33
48 H -1.71 -3.38 4.43
49 H 4.16 1.22 -3.10
50 H 3.59 1.97 -0.86
51 H 0.75 5.63 -0.46
52 H -2.78 -1.59 3.09
53 H -2.04 0.96 0.22
54 C 0.52 -2.42 -3.29
55 H -2.59 2.56 0.72

---

Record 6
The following is a DFT calculation (wB97M-V/def2-TZVPD) of 10 unconnected molecules or ions with the total composition C6H33NO9.

Values from the calculation:
Structure (SMILES) = CC[C@@H](C)[C@H](C)N.O.O.O.O.O.O.O.O.O
Largest force on an atom = 2.29 eV/Å
LUMO level = 0.30 eV
Kohn-Sham gap = 9.19 eV
Highest occupied orbital energy = -8.89 eV

Positions of all 49 atoms, in Å:
1 H 3.42 -0.10 0.97
2 C -0.19 -1.07 -1.12
3 H 1.18 -0.92 1.54
4 O 3.15 1.47 1.78
5 H -0.64 2.42 -2.40
6 H 1.08 2.36 -2.29
7 C 0.19 1.77 -2.12
8 H 0.19 2.45 1.33
9 O -3.42 -2.49 -2.67
10 H -0.08 4.45 -0.73
11 O -1.38 -2.04 3.49
12 H 0.25 0.84 -2.68
13 H -3.84 -2.50 -1.81
14 O -1.07 -3.44 0.92
15 C 0.10 1.45 -0.58
16 O 1.53 -3.69 0.33
17 H 3.32 1.53 -1.98
18 H 1.12 1.26 -0.21
19 H -1.50 -4.30 0.95
20 O 3.00 -0.62 0.24
21 N 0.43 3.88 -0.07
22 O 1.06 -1.16 2.48
23 H 2.28 1.33 2.16
24 H 1.10 -4.44 -0.10
25 H -0.94 -1.81 -0.86
26 H 0.74 -1.39 -0.64
27 H -3.40 -0.39 -2.76
28 C -0.78 0.20 -0.48
29 C -0.23 2.64 0.33
30 H -1.69 0.41 -1.04
31 H 1.76 -1.83 2.48
32 H 3.16 0.04 -0.45
33 O 3.18 2.07 -1.20
34 H -4.61 0.58 -2.57
35 H -1.79 3.46 1.64
36 H 3.09 2.99 -1.48
37 C -1.72 2.89 0.72
38 H 0.96 -2.99 -0.02
39 H -0.22 -0.92 -2.19
40 H -1.03 -0.10 0.55
41 H -2.03 1.89 1.05
42 H -1.73 -2.53 2.74
43 H -3.96 -2.26 -3.42
44 O -3.98 0.01 -2.11
45 H -0.50 -1.67 3.36
46 H 3.10 2.02 0.98
47 H -2.30 3.29 -0.12
48 H -0.45 -3.49 1.66
49 H 0.92 4.45 0.58